Molecular formula: C17H68CaN34O21S
Method: DFT, ωB97M-V with the def2-TZVPD basis set

Each line ends with the Löwdin charge.
CARTESIAN COORDINATES (ANGSTROEM)
1 Ca 0.206 1.607 -0.831  1.465
2 S -0.271 -1.046 0.122  0.359
3 O -1.475 -1.439 -0.637  -0.338
4 O 0.116 -1.962 1.224  -0.374
5 O 0.833 -0.687 -0.746  -0.415
6 O -0.626 0.271 0.650  -0.484
7 C -2.605 -1.494 3.485  -0.783
8 O -3.479 -1.604 4.275  0.069
9 N -2.634 -0.722 2.439  0.154
10 N -1.482 -2.231 3.402  0.180
11 H -1.787 -0.515 1.928  0.043
12 H -3.519 -0.304 2.190  0.091
13 H -1.280 -3.024 3.994  0.126
14 H -0.906 -2.128 2.579  0.019
15 C -1.322 -4.927 -2.877  -0.838
16 O -2.501 -5.107 -2.784  0.069
17 N -0.497 -5.576 -3.523  0.204
18 N -0.649 -3.884 -2.450  0.168
19 H -0.918 -6.412 -3.902  0.146
20 H 0.475 -5.314 -3.606  0.132
21 H 0.342 -3.719 -2.546  0.061
22 H -1.125 -3.107 -2.013  0.078
23 C -1.407 0.831 -3.415  -0.765
24 O -0.458 1.268 -2.894  -0.040
25 N -1.863 1.072 -4.613  0.200
26 N -2.269 0.026 -2.851  0.202
27 H -1.416 1.670 -5.293  0.120
28 H -2.590 0.513 -5.035  0.073
29 H -2.002 -0.572 -2.082  0.056
30 H -3.075 -0.344 -3.335  0.106
31 C 0.594 1.100 5.682  -0.783
32 O -0.214 0.298 5.288  0.046
33 N 1.605 1.556 4.963  0.160
34 N 0.468 1.787 6.794  0.170
35 H 2.004 1.039 4.193  0.111
36 H 2.063 2.390 5.301  0.091
37 H -0.415 1.688 7.275  0.122
38 H 1.340 2.151 7.149  0.112
39 C -0.227 4.914 -2.080  -0.726
40 O 0.300 3.803 -1.698  -0.104
41 N -1.140 5.452 -1.458  0.211
42 N 0.166 5.650 -3.053  0.190
43 H -1.519 5.076 -0.601  0.119
44 H -1.243 6.422 -1.719  0.133
45 H 1.004 5.365 -3.540  0.122
46 H -0.414 6.419 -3.357  0.126
47 C 2.547 -3.106 4.091  -0.705
48 O 2.803 -3.159 5.318  -0.017
49 N 1.611 -2.262 3.689  0.181
50 N 3.169 -3.796 3.139  0.162
51 H 1.225 -1.535 4.274  0.089
52 H 1.246 -2.225 2.748  0.044
53 H 3.016 -3.585 2.163  0.070
54 H 3.821 -4.485 3.485  0.116
55 C 4.771 3.201 3.077  -0.777
56 O 5.644 3.803 3.680  0.022
57 N 3.482 3.387 3.161  0.161
58 N 5.019 2.276 2.190  0.166
59 H 3.196 4.208 3.676  0.107
60 H 2.769 3.052 2.529  0.082
61 H 4.270 1.754 1.758  0.035
62 H 5.969 2.059 1.926  0.113
63 C -3.201 2.371 -0.093  -0.674
64 O -2.051 2.280 -0.566  -0.065
65 N -3.711 3.516 0.283  0.184
66 N -3.957 1.307 0.120  0.212
67 H -4.336 3.360 1.061  0.108
68 H -3.079 4.290 0.436  0.102
69 H -3.626 0.428 -0.251  0.112
70 H -4.924 1.506 0.333  0.124
71 C -2.708 -1.980 -5.175  -0.845
72 O -3.266 -1.184 -5.877  0.015
73 N -1.489 -2.251 -4.990  0.231
74 N -3.556 -2.695 -4.461  0.187
75 H -0.838 -1.810 -5.625  0.136
76 H -1.156 -2.923 -4.314  0.086
77 H -4.471 -2.275 -4.544  0.125
78 H -3.236 -3.282 -3.704  0.065
79 C 2.248 1.692 -5.755  -0.793
80 O 2.291 0.779 -5.017  0.085
81 N 2.707 1.677 -6.974  0.168
82 N 2.060 2.945 -5.422  0.169
83 H 2.692 2.481 -7.585  0.111
84 H 2.869 0.791 -7.430  0.125
85 H 2.098 3.076 -4.421  0.098
86 H 2.347 3.731 -5.988  0.110
87 C -0.355 -5.155 0.844  -0.888
88 O -0.486 -6.320 0.483  0.021
89 N -1.271 -4.344 0.927  0.207
90 N 0.740 -4.612 1.084  0.185
91 H -0.870 -3.419 0.971  0.049
92 H -2.165 -4.570 0.514  0.128
93 H 0.694 -3.635 1.335  0.050
94 H 1.605 -5.124 0.986  0.125
95 C -3.933 2.356 5.684  -0.809
96 O -3.435 2.759 6.715  0.024
97 N -5.157 1.835 5.702  0.176
98 N -3.344 2.544 4.596  0.186
99 H -5.754 1.557 4.936  0.107
100 H -5.444 1.681 6.658  0.117
101 H -3.642 2.320 3.658  0.109
102 H -2.443 2.990 4.698  0.100
103 C 3.423 2.421 -1.878  -0.803
104 O 2.374 2.052 -1.528  -0.022
105 N 3.887 3.625 -1.530  0.196
106 N 4.181 1.759 -2.670  0.212
107 H 3.315 4.355 -1.129  0.119
108 H 4.735 3.799 -2.050  0.099
109 H 5.035 2.168 -3.021  0.122
110 H 3.694 1.062 -3.214  0.105
111 C 0.204 3.023 2.168  -0.835
112 O 0.631 2.848 1.021  -0.091
113 N -0.510 2.176 2.779  0.247
114 N 0.413 4.082 2.749  0.210
115 H -0.620 1.351 2.208  0.092
116 H -0.941 2.474 3.643  0.097
117 H 0.852 4.841 2.248  0.145
118 H 0.090 4.211 3.697  0.137
119 C 2.445 -2.671 -3.192  -0.790
120 O 3.218 -2.853 -4.098  0.050
121 N 1.752 -1.597 -2.953  0.193
122 N 2.372 -3.429 -2.129  0.146
123 H 1.988 -0.784 -3.504  0.082
124 H 1.392 -1.357 -2.040  0.018
125 H 1.930 -2.938 -1.365  0.071
126 H 2.858 -4.297 -1.949  0.132
127 C -4.817 -2.962 -0.162  -0.885
128 O -5.816 -3.363 -0.675  0.065
129 N -4.746 -2.479 0.984  0.194
130 N -3.633 -3.076 -0.632  0.172
131 H -3.819 -2.276 1.330  0.087
132 H -5.623 -2.575 1.476  0.139
133 H -3.695 -3.604 -1.490  0.093
134 H -2.798 -2.606 -0.312  0.046
135 C 3.931 -0.548 0.466  -0.743
136 O 3.533 0.528 0.864  0.031
137 N 3.191 -1.589 0.159  0.190
138 N 5.178 -0.790 0.307  0.196
139 H 3.798 -2.346 -0.122  0.105
140 H 2.249 -1.330 -0.097  0.041
141 H 5.757 -0.072 0.721  0.122
142 H 5.400 -1.769 0.195  0.120

Calculated values
Lowest unoccupied orbital energy, Ha: -0.036
DFT total energy, eV: -141681.0415
Strongest force on any atom, eV/Å: 9.9
HOMO level, hartree: -0.312
Spin multiplicity: 1